# C12H36Br3HfO16P4

C12H36Br3HfO16P4 as an isolated structure in a non-equilibrium geometry (ωB97M-V/def2-TZVPD, the OMol25 dataset).

Each line ends with the Löwdin charge.
Cartesian coordinates (Å):
Hf -0.06162 -0.04032 0.25042  1.354
Br 1.55553 -2.19241 0.91246  0.031
Br 1.66016 2.27971 0.80986  -0.006
Br -1.38947 1.51885 -1.83511  0.013
C -4.20841 3.08862 3.70850  -0.082
O -3.10177 2.32667 3.23252  -0.210
P -2.63729 2.57960 1.72321  0.554
O -1.62309 1.58238 1.19947  -0.480
O -2.05534 4.11709 1.73106  -0.196
C -1.82547 4.68795 0.47370  -0.137
O -4.02658 2.74603 0.84269  -0.251
C -4.74401 1.69772 0.19273  -0.086
H -4.50828 2.91124 4.74133  0.099
H -5.11194 3.00646 3.10437  0.090
H -3.80585 4.10150 3.69772  0.094
H -2.08643 5.74239 0.38333  0.100
H -2.27609 4.18669 -0.38291  0.056
H -0.76923 4.58373 0.22555  0.073
H -5.56148 1.49134 0.88357  0.095
H -4.11061 0.82030 0.06224  0.063
H -4.98670 1.98988 -0.82895  0.098
C 3.12174 0.28252 3.88930  -0.123
O 1.91394 0.35922 4.57823  -0.223
P 0.54795 -0.34494 4.04042  0.472
O 0.13836 -0.01248 2.67786  -0.430
O 0.70284 -1.94834 4.47773  -0.244
C 1.47525 -2.44229 5.55498  -0.097
O -0.50003 0.13145 5.12532  -0.182
C -0.61584 1.56979 5.37109  -0.065
H 3.26624 1.09279 3.17467  0.055
H 3.25384 -0.64941 3.33961  0.075
H 3.88851 0.28390 4.66400  0.099
H 2.18156 -1.80211 6.08358  0.098
H 1.92918 -3.39767 5.29172  0.093
H 0.63953 -2.77888 6.16846  0.095
H -1.61196 2.01208 5.38635  0.079
H 0.00510 2.22599 4.76125  0.091
H -0.15231 1.77043 6.33700  0.093
C 2.15889 -0.59307 -5.25357  -0.086
O 1.53893 -0.63034 -3.98461  -0.225
P 2.12279 0.32691 -2.80877  0.467
O 1.49906 0.03016 -1.46392  -0.516
O 3.73229 0.30998 -2.81955  -0.225
C 4.38635 -0.81763 -2.23287  -0.060
O 1.90960 1.81492 -3.28417  -0.239
C 2.71005 2.94259 -2.74189  -0.040
H 1.36834 -0.62937 -6.00310  0.109
H 2.60670 -1.58456 -5.32077  0.076
H 3.04091 0.03064 -5.39888  0.102
H 3.69789 -1.47235 -1.69859  0.077
H 5.08348 -0.27758 -1.59221  0.101
H 4.98397 -1.28304 -3.01666  0.096
H 3.53168 3.15145 -3.42703  0.093
H 3.14779 2.55183 -1.82330  0.037
H 2.07281 3.79775 -2.51665  0.095
C -2.83719 -1.90618 -3.76933  -0.094
O -1.44462 -2.04822 -3.86379  -0.196
P -0.71793 -2.55669 -2.55216  0.485
O -0.58442 -1.64864 -1.37183  -0.452
O -1.37020 -3.98815 -2.23516  -0.212
C -0.72899 -4.92453 -1.25671  -0.028
O 0.73744 -2.91015 -3.23009  -0.241
C 0.96553 -3.85796 -4.24732  -0.100
H -2.95886 -0.85253 -4.02057  0.092
H -3.16670 -1.92073 -2.73043  0.088
H -3.28330 -2.62068 -4.46112  0.110
H 0.32450 -5.13514 -1.44085  0.088
H -1.12218 -5.93105 -1.39964  0.090
H -0.94702 -4.59084 -0.24221  0.085
H 1.62017 -4.71182 -4.07276  0.098
H 1.39978 -3.41451 -5.14336  0.077
H 0.01251 -4.22789 -4.62549  0.092

Atomic forces in eV per Å
Hf 2.55 2.38 -1.24
Br -0.95 1.04 -0.30
Br -1.11 -1.57 -0.26
Br 0.47 -1.08 0.95
C -0.24 1.81 0.32
O 0.65 -1.11 -1.32
P -0.21 1.24 -1.32
O -1.20 -0.14 0.91
O -1.77 -2.81 0.99
C 1.40 0.50 -2.39
O 2.80 0.38 1.22
C 0.58 -0.65 0.32
H 0.64 -0.81 -0.05
H 0.31 -0.10 -0.25
H -0.72 0.36 -0.03
H -0.22 -0.10 0.73
H -0.61 -0.29 0.36
H 0.24 0.18 0.33
H -0.38 -0.27 -0.70
H 0.02 -0.14 0.24
H -0.42 0.36 0.36
C 1.79 -0.41 -0.60
O -3.06 -0.59 -0.40
P 1.89 -1.89 4.11
O -0.55 -0.47 -2.34
O -0.12 3.60 -3.14
C -1.29 -1.42 1.12
O -0.04 1.08 -0.56
C 0.99 0.86 0.97
H -0.19 0.15 0.20
H -0.27 -0.18 -0.06
H 0.13 0.26 -0.17
H -0.29 0.35 -0.42
H 0.42 0.37 -0.62
H 0.55 0.19 1.14
H -0.20 -0.99 -0.28
H -0.05 -0.57 -0.87
H -0.31 -0.42 0.32
C 0.65 -2.24 -0.80
O 0.69 2.56 2.72
P -0.30 1.31 -0.20
O 0.16 -0.36 -0.67
O -2.50 -0.50 -0.43
C 1.23 0.82 0.16
O -0.11 0.02 -0.23
C 0.23 -1.42 0.49
H 0.25 0.90 -0.07
H 0.15 -0.25 -0.27
H -0.72 0.87 0.11
H 0.22 -0.06 -0.01
H 0.12 -0.88 0.59
H -0.31 -0.42 0.10
H -0.37 0.13 -0.18
H -0.01 0.50 0.14
H -0.09 -0.34 -0.33
C -0.86 1.66 -0.08
O 1.68 -0.94 1.72
P 2.79 -2.02 -1.82
O -0.63 -0.07 0.07
O 0.81 0.25 0.62
C -0.40 -0.13 -0.34
O -0.87 0.44 2.36
C -1.10 -0.41 -1.80
H -0.78 -0.17 -0.57
H -0.34 -0.71 -0.05
H -0.38 0.23 0.38
H 0.20 1.07 -0.06
H -0.85 0.40 -0.23
H 0.27 0.10 -0.20
H -0.07 0.18 1.16
H 0.11 0.68 0.25
H -0.09 -0.33 0.18

Properties
**Electronic energy**: -294385.039 eV
**LUMO**: -3.407 eV
**Strongest force on any atom**: 4.9 eV/Å
**Kohn-Sham gap**: 7.84 eV
**Net charge**: +1
**Molecular weight**: 978.5 g mol⁻¹


# C12H36IN6O5

A 6-piece molecular cluster, C12H36IN6O5 overall in a non-equilibrium geometry (ωB97M-V/def2-TZVPD, the OMol25 dataset).

Each line ends with the Löwdin spin population.
Cartesian coordinates (Å):
I -0.71324 1.37817 0.72528  0.888
C -1.51838 -2.09906 -2.00908  0.002
C -1.97830 -2.76949 -0.79168  0.000
C -2.40394 -4.20599 -1.08999  0.000
O -2.73329 -4.77722 0.21291  0.000
C -3.23560 -5.98142 0.08984  0.000
N -1.01334 -2.47366 0.25400  0.004
H -2.22700 -2.16262 -2.83486  0.000
H -0.57198 -2.55238 -2.30388  0.000
H -1.38188 -1.02193 -1.91294  0.003
H -2.86137 -2.22764 -0.45302  0.000
H -1.63343 -4.84029 -1.52827  0.000
H -3.26258 -4.25909 -1.75934  0.000
H -4.01663 -5.98843 -0.67046  0.000
H -3.67689 -6.34717 1.01697  0.000
H -2.45217 -6.71309 -0.10764  0.000
H -0.91448 -1.49220 0.47097  0.003
H -1.44688 -2.80867 1.10248  0.000
C 4.11462 4.27807 1.58399  0.002
C 3.45387 3.04807 0.96097  0.002
C 4.38226 2.01319 0.28290  0.000
O 4.84001 2.49395 -1.03811  0.000
C 3.88043 2.49332 -2.01282  0.000
N 2.60882 2.42730 2.01485  0.033
H 4.73711 3.84352 2.36617  0.000
H 3.33519 4.90748 2.01343  0.000
H 4.63016 4.81640 0.78869  0.000
H 2.68589 3.32983 0.24061  0.001
H 3.86335 1.08025 0.06277  0.000
H 5.16303 1.69120 0.97196  0.000
H 3.23646 3.37271 -2.02043  0.000
H 3.23679 1.61940 -1.91227  0.000
H 4.35004 2.32901 -2.98265  0.000
H 3.17117 1.70124 2.43519  0.000
H 1.79011 1.96087 1.65118  0.040
C -4.27422 -0.94292 1.86839  0.002
C -3.97926 -0.29196 3.22816  0.001
O -3.47367 1.00621 2.98956  0.007
H -4.87061 -1.84844 1.98000  0.000
H -3.39857 -1.15308 1.25426  0.002
H -4.94033 -0.26817 1.33070  0.000
H -3.41848 -0.94170 3.90008  0.000
H -4.93104 -0.27621 3.75917  0.000
H -2.59361 0.93865 2.61203  0.003
C 2.78160 -2.02132 -0.18223  0.000
O 3.84384 -2.42271 -0.65600  0.001
N 2.31807 -0.83499 -0.36875  0.001
N 1.99094 -2.85397 0.50101  0.000
H 3.10016 -0.38078 -0.81835  0.000
H 1.40222 -0.48139 -0.13153  0.002
H 2.36222 -3.75984 0.74928  0.000
H 0.99051 -2.71629 0.51837  0.000
C -1.08046 4.52522 -2.48954  0.000
O -1.44432 5.18470 -3.46509  0.002
N -0.26149 3.51065 -2.46769  0.000
N -1.63965 4.60784 -1.23979  0.001
H 0.09634 3.25729 -3.37756  0.000
H -0.36910 2.87881 -1.68709  0.001
H -2.43836 5.20547 -1.08171  0.000
H -1.21065 4.01529 -0.54341  0.000

Atomic forces in eV per Å
I 0.00 0.03 -0.01
C 0.50 0.56 -1.97
C -1.40 1.48 0.06
C 0.82 -0.25 2.49
O 1.37 4.41 -0.60
C -1.34 -3.68 0.11
N 0.53 -1.66 1.24
H -0.04 -0.38 -0.09
H 0.12 0.17 -0.29
H 0.23 0.06 0.42
H -0.81 -0.41 -0.33
H 0.42 0.15 -0.11
H -0.23 0.35 0.08
H -0.19 -0.52 -0.28
H -0.17 0.34 0.23
H 0.08 -0.43 -0.62
H -0.28 0.39 -0.75
H 0.25 -0.53 0.47
C -0.41 -1.02 -0.80
C -1.56 -0.49 -0.07
C -0.77 0.79 -1.41
O 1.57 -0.18 2.78
C -0.94 -0.77 -0.75
N 0.88 -0.09 0.29
H 0.44 0.69 0.07
H 0.16 -0.05 0.06
H 0.46 0.06 0.39
H 0.33 0.43 -0.49
H -0.45 0.19 0.27
H 0.75 0.55 -0.47
H 0.05 0.25 -0.08
H -0.45 -0.23 0.12
H 0.19 0.47 -0.03
H -0.11 -0.28 0.53
H -0.01 -0.11 -0.32
C -0.63 -0.05 0.42
C -0.72 -0.92 -1.02
O -0.15 0.12 0.84
H 0.28 -0.31 0.08
H 0.11 0.04 0.14
H 0.21 0.18 -0.17
H 0.90 0.20 -0.20
H -0.14 0.89 -0.08
H 0.07 -0.12 0.11
C 0.93 -4.87 0.07
O 0.58 0.81 0.24
N 0.02 3.57 -1.08
N -0.82 -1.20 1.40
H -0.97 1.21 -0.41
H 0.56 0.03 -0.11
H -0.14 0.23 -0.38
H -0.14 -0.20 0.06
C -3.55 1.96 -0.21
O 0.88 -0.40 0.93
N 2.75 -2.06 -1.28
N -0.45 0.88 0.32
H 0.18 -0.50 0.42
H 0.55 -0.31 -0.82
H 0.40 -0.20 0.20
H -0.72 0.72 0.35

Properties
**Electronic energy**: -40304.268 eV
**LUMO (alpha / beta)**: 0.062 / -5.003 eV
**Strongest force on any atom**: 5.0 eV/Å
**Kohn-Sham gap (alpha / beta)**: 9.53 / 4.47 eV
**Multiplicity**: 2
**Molecular weight**: 471.4 g mol⁻¹
**Expectation value of S²**: 0.75


# C12H36IO8

A 7-piece molecular cluster, C12H36IO8 overall (ωB97M-V/def2-TZVPD, the OMol25 dataset).

Each line ends with the Löwdin charge.
Cartesian coordinates (Å):
I 0.03249 -0.65311 -0.22120  0.327
C -1.97463 -2.93819 3.39515  -0.093
C -2.54595 -2.97655 1.97945  -0.338
O -1.66778 -3.62574 1.06950  -0.133
H -0.94329 -2.58759 3.37455  0.069
H -2.00714 -3.92383 3.86450  0.064
H -2.55235 -2.26235 4.03400  0.064
H -2.74983 -1.95303 1.64499  0.084
H -3.48158 -3.53630 1.93671  0.104
H -1.08846 -2.94496 0.70053  -0.076
C 1.22729 -0.75023 -4.64634  -0.095
C -0.25492 -0.49496 -4.55586  -0.333
O -0.90040 -1.47650 -3.75486  -0.121
H 1.70918 -0.56879 -3.68463  0.043
H 1.71934 -0.08647 -5.36876  0.071
H 1.42893 -1.77160 -4.97023  0.075
H -0.72161 -0.54915 -5.54015  0.106
H -0.45107 0.49782 -4.13547  0.102
H -0.64971 -1.33037 -2.83281  -0.054
C 3.59483 1.24204 -2.55188  -0.098
C 4.17806 0.36902 -1.45926  -0.341
O 3.54896 -0.89538 -1.37307  -0.128
H 3.74394 0.77833 -3.52773  0.066
H 4.09566 2.21763 -2.56635  0.070
H 2.53520 1.44128 -2.39113  0.068
H 4.10967 0.87985 -0.48692  0.097
H 5.24965 0.21233 -1.60652  0.107
H 2.70468 -0.75257 -0.91953  -0.067
C 4.83954 -1.19789 3.28031  -0.100
C 3.96042 -0.65626 2.17848  -0.344
O 2.63312 -0.55064 2.66118  -0.103
H 4.89698 -0.55143 4.15685  0.068
H 5.85816 -1.37029 2.92100  0.069
H 4.45613 -2.16582 3.61558  0.074
H 4.01844 -1.31117 1.30373  0.106
H 4.31773 0.33267 1.85423  0.101
H 2.02188 -0.58974 1.91233  -0.026
C -3.45800 1.63339 -1.45434  -0.259
C -4.05250 0.58643 -0.54254  -0.270
O -5.03242 -0.21778 -1.17226  -0.066
O -2.53441 1.10532 -2.37878  -0.102
H -3.02970 2.42774 -0.82970  0.103
H -4.27168 2.08153 -2.03324  0.122
H -4.47014 1.07818 0.33881  0.115
H -3.23489 -0.04861 -0.15987  0.077
H -4.63418 -0.51217 -1.99986  0.086
H -1.89190 0.55632 -1.90375  -0.037
C -1.68346 2.03073 2.50754  -0.269
C -2.34919 3.36462 2.66433  -0.255
O -2.80063 3.88386 1.41380  -0.074
O -0.42416 2.24289 1.89709  -0.115
H -2.31369 1.35701 1.92164  0.104
H -1.53127 1.60134 3.50940  0.118
H -1.63634 4.05733 3.12760  0.118
H -3.20619 3.33441 3.34362  0.113
H -2.13522 4.48893 1.07709  0.082
H -0.20161 1.44848 1.38301  -0.081

Atomic forces in eV per Å
I 0.09 0.07 0.04
C -0.28 -0.05 0.04
C 0.26 0.01 -0.04
O -0.14 0.04 0.14
H 0.02 0.02 -0.02
H 0.14 -0.03 -0.10
H 0.00 0.01 -0.08
H -0.02 -0.05 -0.05
H -0.08 0.07 0.15
H 0.12 0.00 -0.08
C 0.54 0.21 -0.20
C -0.23 -0.05 0.33
O -0.11 -0.05 -0.19
H -0.03 -0.23 0.03
H -0.17 0.05 0.03
H -0.05 -0.07 0.12
H -0.05 0.01 0.00
H 0.01 0.06 -0.16
H 0.09 -0.05 0.07
C 0.30 0.33 -0.08
C -0.01 0.26 0.53
O 0.18 0.06 0.02
H -0.14 -0.02 0.00
H 0.03 -0.10 0.02
H -0.06 -0.19 0.00
H -0.10 0.05 -0.13
H -0.06 -0.18 -0.23
H -0.20 -0.21 -0.16
C 0.22 -0.44 0.15
C 0.05 0.24 -0.09
O -0.06 -0.11 -0.01
H -0.13 0.15 -0.10
H -0.04 0.12 -0.05
H -0.04 0.07 -0.03
H -0.07 -0.04 0.03
H 0.03 -0.06 0.06
H -0.06 0.05 0.03
C -0.22 0.35 0.32
C 0.62 -0.16 0.36
O -0.13 0.06 -0.06
O -0.05 -0.16 -0.30
H 0.19 -0.08 -0.07
H 0.08 0.01 -0.05
H -0.41 -0.07 -0.17
H -0.05 0.08 -0.08
H -0.02 -0.09 0.01
H 0.04 0.12 0.08
C 0.37 -0.09 0.35
C -0.06 0.58 0.02
O -0.15 0.15 0.16
O -0.14 -0.11 -0.18
H 0.00 -0.03 -0.04
H -0.15 -0.10 -0.06
H 0.05 -0.06 -0.07
H -0.07 -0.28 -0.15
H 0.08 -0.19 -0.06
H 0.06 0.11 -0.02

Properties
**Electronic energy**: -37510.762 eV
**LUMO**: 2.891 eV
**Strongest force on any atom**: 0.7 eV/Å
**Kohn-Sham gap**: 8.80 eV
**Net charge**: -1
**Molecular weight**: 435.3 g mol⁻¹